Record 1
Here is a cluster of 4 separate species, C16H32O8 in total from the Open Molecules 2025 dataset. Energies are from the ωB97M-V functional and the def2-TZVPD basis.

Values from the calculation:
Gap between HOMO and LUMO (Eh): 0.39583
SMILES: CCOC(C)=O.CCOC(C)=O.CCOC(C)=O.CCOC(C)=O
Largest force on an atom (eV/Å): 5.38
E_LUMO (eV): 0.77

Geometry (Å):
O (1.67, 1.41, 2.24)
C (1.20, 2.59, 2.12)
O (1.69, 3.63, 2.77)
C (2.69, 3.53, 3.74)
C (4.09, 3.13, 3.17)
C (-0.07, 2.87, 1.31)
H (2.58, 2.61, 4.33)
H (2.74, 4.43, 4.35)
H (4.83, 3.02, 3.97)
H (4.41, 4.02, 2.63)
H (4.10, 2.22, 2.58)
H (-0.97, 2.72, 1.91)
H (-0.30, 2.18, 0.49)
H (0.06, 3.86, 0.86)
O (-2.13, 0.98, 3.27)
C (-2.17, -0.14, 3.79)
O (-1.56, -1.29, 3.29)
C (-1.25, -1.31, 1.89)
C (-1.13, -2.71, 1.33)
C (-2.66, -0.26, 5.23)
H (-0.37, -0.67, 1.78)
H (-2.05, -0.90, 1.28)
H (-2.06, -3.19, 1.02)
H (-0.73, -3.45, 2.02)
H (-0.49, -2.61, 0.45)
H (-1.76, -0.44, 5.82)
H (-3.22, -1.20, 5.26)
H (-3.28, 0.60, 5.45)
O (-2.76, -0.02, -1.10)
C (-1.98, 0.03, -2.05)
O (-1.47, -1.05, -2.68)
C (-1.98, -2.34, -2.26)
C (-3.25, -2.80, -2.98)
C (-1.35, 1.36, -2.51)
H (-2.09, -2.51, -1.19)
H (-1.12, -2.94, -2.57)
H (-4.03, -2.03, -2.96)
H (-3.64, -3.75, -2.62)
H (-2.97, -2.98, -4.02)
H (-1.57, 2.20, -1.86)
H (-1.63, 1.51, -3.55)
H (-0.26, 1.37, -2.61)
O (1.56, -2.24, -1.92)
C (1.63, -1.03, -2.00)
O (1.54, -0.29, -3.12)
C (1.40, -0.91, -4.37)
C (2.73, -1.22, -5.10)
C (1.66, -0.16, -0.72)
H (0.74, -0.21, -4.88)
H (0.83, -1.81, -4.14)
H (2.57, -1.91, -5.92)
H (3.43, -1.76, -4.45)
H (3.10, -0.25, -5.42)
H (1.39, -0.81, 0.12)
H (0.96, 0.68, -0.82)
H (2.67, 0.22, -0.64)

Atom charges from the Mulliken analysis, given in e for atoms 1 to 8:
1 O -0.61
2 C 0.81
3 O -0.35
4 C -0.20
5 C -1.12
6 C -0.54
7 H 0.23
8 H 0.37



Record 2
Here is a structure of composition C16H32O9S5Sn from the Open Molecules 2025 dataset. Energies are from the ωB97M-V functional and the def2-TZVPD basis.

Values from the calculation:
Gap between HOMO and LUMO (Eh): 0.18681
Largest force on an atom (eV/Å): 4.88
E_LUMO (eV): -0.43

Geometry (Å):
Sn (-0.18, -0.43, 0.04)
C (-0.36, -3.21, -3.90)
C (-0.62, -2.81, -2.58)
C (-0.25, -3.67, -1.31)
O (-0.49, -3.22, -0.18)
C (0.21, -4.99, -1.67)
C (0.48, -5.39, -2.99)
C (0.28, -4.42, -4.13)
O (0.72, -4.65, -5.29)
O (0.81, -6.60, -3.15)
O (-1.13, -1.69, -2.36)
H (-0.58, -2.53, -4.71)
H (0.33, -5.63, -0.81)
C (-3.92, -2.17, -1.21)
S (-4.28, -1.15, 0.25)
O (-2.99, -0.37, 0.50)
C (-5.38, 0.03, -0.64)
H (-4.84, -2.63, -1.57)
H (-3.22, -2.94, -0.88)
H (-3.53, -1.64, -2.07)
H (-5.72, 0.86, -0.02)
H (-6.18, -0.58, -1.06)
H (-4.86, 0.51, -1.47)
C (2.05, -0.81, -4.48)
S (2.46, 0.23, -3.07)
O (1.91, -0.40, -1.79)
C (4.29, 0.11, -2.93)
H (2.56, -0.26, -5.27)
H (1.00, -1.04, -4.63)
H (2.64, -1.73, -4.40)
H (4.59, 1.02, -2.40)
H (4.81, -0.06, -3.87)
H (4.55, -0.62, -2.15)
C (1.80, 1.40, 4.79)
S (0.57, 0.16, 4.24)
O (0.82, 0.11, 2.76)
C (1.33, -1.30, 4.99)
H (1.46, 2.38, 4.45)
H (2.73, 1.22, 4.26)
H (1.94, 1.35, 5.86)
H (0.67, -2.16, 4.94)
H (1.56, -1.02, 6.01)
H (2.27, -1.47, 4.46)
C (1.44, 4.38, 0.61)
S (2.29, 2.87, 1.16)
O (1.56, 1.79, 0.41)
C (3.83, 3.18, 0.22)
H (1.46, 4.46, -0.47)
H (1.86, 5.28, 1.06)
H (0.40, 4.25, 0.93)
H (3.90, 2.84, -0.82)
H (4.67, 2.76, 0.78)
H (4.17, 4.21, 0.12)
C (-3.00, 1.40, 3.19)
S (-1.56, 2.39, 2.58)
O (-1.31, 1.77, 1.21)
C (-2.40, 3.95, 2.18)
H (-3.65, 2.13, 3.68)
H (-2.71, 0.61, 3.88)
H (-3.60, 0.96, 2.41)
H (-1.61, 4.68, 2.01)
H (-3.00, 4.34, 3.01)
H (-3.03, 3.97, 1.29)

Atom charges from the Mulliken analysis, given in e for atoms 1 to 8:
1 Sn 1.69
2 C -0.91
3 C 0.57
4 C 0.69
5 O -0.81
6 C -0.70
7 C 0.24
8 C 0.51



Record 3
Here is a structure of composition C16H32OPPm from the Open Molecules 2025 dataset. Energies are from the ωB97M-V functional and the def2-TZVPD basis.

Values from the calculation:
Gap between HOMO and LUMO (spin up / spin down) (Eh): 0.24560 / 0.25178
⟨S²⟩: 6.015
Total charge: +2
Largest force on an atom (eV/Å): 6.25
Spin multiplicity: 5
E_LUMO (spin up / spin down) (eV): -7.48 / -7.35

Geometry (Å):
C (1.54, 2.09, -0.95)
H (2.42, 2.74, -0.86)
H (1.78, 1.40, -1.80)
H (1.67, 1.50, 0.15)
C (0.31, 2.96, -1.16)
H (-0.57, 2.42, -1.59)
H (-0.02, 3.38, -0.21)
C (0.58, 4.15, -2.13)
H (-0.31, 4.79, -2.22)
H (1.40, 4.78, -1.75)
H (0.84, 3.80, -3.13)
C (-0.92, -2.08, -0.38)
C (-1.59, -1.29, -1.36)
C (-0.62, -0.93, -2.35)
C (0.64, -1.47, -1.95)
C (0.45, -2.17, -0.72)
C (1.47, -2.97, 0.01)
C (1.91, -1.36, -2.72)
C (-0.88, -0.12, -3.57)
C (-3.03, -0.92, -1.33)
C (-1.58, -2.77, 0.77)
Pm (0.05, 0.45, -0.28)
H (2.76, -1.71, -2.13)
H (1.87, -1.98, -3.63)
H (2.12, -0.33, -3.05)
H (2.49, -2.70, -0.30)
H (1.40, -2.82, 1.10)
H (1.35, -4.05, -0.18)
H (-2.41, -2.18, 1.17)
H (-2.00, -3.75, 0.46)
H (-0.87, -2.96, 1.58)
H (-3.24, -0.08, -1.99)
H (-3.65, -1.77, -1.65)
H (-3.35, -0.66, -0.31)
H (-0.11, 0.65, -3.73)
H (-0.87, -0.76, -4.47)
H (-1.85, 0.38, -3.53)
C (-1.36, 0.16, 4.44)
P (-0.15, 0.41, 3.16)
C (0.55, 2.05, 3.29)
C (1.14, -0.83, 3.33)
O (-0.82, 0.26, 1.78)
H (-2.23, 0.81, 4.25)
H (-0.94, 0.42, 5.42)
H (-1.69, -0.89, 4.45)
H (0.96, 2.20, 4.30)
H (1.36, 2.20, 2.55)
H (-0.24, 2.80, 3.11)
H (0.70, -1.83, 3.35)
H (1.87, -0.78, 2.50)
H (1.68, -0.66, 4.27)

Atom charges from the Mulliken analysis, given in e for atoms 1 to 8:
1 C -0.36
2 H 0.61
3 H 0.15
4 H 0.03
5 C -0.26
6 H 0.29
7 H 0.39
8 C -1.41